No. 1
Computed, not measured: a molecular structure, C21H34GaP in a non-equilibrium geometry, with ωB97M-V with the def2-TZVPD basis set.

Its highest occupied orbital energy (alpha / beta) is -14.986 / -15.037 eV. As for the energy: -83975.372 eV. The calculation puts the largest force on an atom at 2.7 eV/A. The calculation puts the LUMO energy (alpha / beta) at -9.83 / -9.62 eV. The HOMO-LUMO gap (alpha / beta) is 5.2 / 5.4 eV.

Structure (ORCA input):
```
! RIJCOSX wB97M-V def2-TZVPD def2/J DEFGRID3
* xyz 2 1
C 1.1335 2.2591 -1.6154
H 1.9647 2.3977 -0.8690
H 1.5670 1.8373 -2.5700
H 1.1335 0.1873 0.4120
C 0.2271 3.4850 -1.6676
H -0.7880 3.1714 -2.0105
H 0.0911 3.8472 -0.6208
C 0.7999 4.5896 -2.5661
H 0.0003 5.3205 -2.7390
H 1.6572 5.0394 -2.0487
H 1.1353 4.1271 -3.5075
C -0.7893 -2.0831 -0.5741
C -1.4189 -1.1878 -1.4646
C -0.3985 -0.6257 -2.3262
C 0.8377 -1.3388 -2.0263
C 0.5885 -2.1687 -0.9108
C 1.5630 -3.0528 -0.2353
C 2.0524 -1.3608 -2.8820
C -0.6901 -0.0608 -3.6790
C -2.8819 -0.9821 -1.5940
C -1.4544 -2.8923 0.4766
Ga 0.3403 0.8208 -0.6242
H 2.9400 -1.6896 -2.3224
H 1.9052 -2.0757 -3.7101
H 2.2696 -0.3782 -3.3261
H 2.5838 -2.8873 -0.5960
H 1.5646 -2.9039 0.8552
H 1.3117 -4.1063 -0.4205
H -2.3676 -2.4016 0.8313
H -1.7376 -3.8845 0.0933
H -0.7859 -3.0385 1.3333
H -3.1078 -0.1443 -2.2597
H -3.3943 -1.8631 -2.0089
H -3.3520 -0.7806 -0.6220
H 0.1055 0.6042 -4.0404
H -0.7891 -0.8853 -4.4089
H -1.6302 0.5043 -3.6913
C -2.5452 0.5190 1.9582
P -0.8354 0.9579 1.5708
C -0.6530 2.6666 2.1719
C 0.1717 -0.0460 2.7528
C 1.5228 0.3101 2.8962
C 2.3358 -0.4192 3.7509
C 1.8254 -1.5078 4.4590
C 0.4768 -1.8609 4.3114
C -0.3573 -1.1377 3.4563
H -3.2227 1.1025 1.3199
H -2.7187 0.7680 3.0152
H -2.7312 -0.5486 1.7927
H -0.9274 2.6676 3.2344
H 0.3790 3.0174 2.0533
H -1.3291 3.3242 1.6101
H 1.9282 1.1347 2.3321
H 3.3733 -0.1345 3.8737
H 2.4687 -2.0853 5.1317
H 0.0641 -2.7083 4.8707
H -1.4123 -1.4190 3.3743
*
```

Löwdin population analysis, charges in e, atoms 1 to 4:
1 C -0.26
2 H 0.09
3 H 0.08
4 H -0.02


No. 2
Computed, not measured: C21H34N2O7S in the gas phase, with ωB97M-V with the def2-TZVPD basis set.

Its highest occupied orbital energy is -8.919 eV. The SMILES is CC[C@@H](NS(=O)(=O)c1ccc(C)cc1)C(=O)N1CCOCCOCCOCCOCC1. The calculation puts the relative energy (zero: lowest compared OMol25 entry of this formula, charge and spin) at 37.99 kJ/mol. As for the energy: -50475.169 eV. The calculation puts the largest force on an atom at 0.8 eV/A. The calculation puts the LUMO energy at 0.47 eV. The HOMO-LUMO gap is 9.4 eV.

Structure (ORCA input):
```
! RIJCOSX wB97M-V def2-TZVPD def2/J DEFGRID3
* xyz 0 1
C 3.3860 1.9491 3.4326
C 3.4836 1.1268 2.1544
C 2.1304 0.9683 1.4560
N 2.3345 0.3275 0.1589
S 1.0238 0.4091 -0.8853
O 0.4735 1.7302 -0.7651
O 0.1156 -0.6934 -0.7002
C 1.8550 0.2274 -2.4451
C 1.8304 -0.9873 -3.1007
C 2.5135 -1.1224 -4.2963
C 3.2201 -0.0509 -4.8348
C 3.9380 -0.1968 -6.1398
C 3.2274 1.1637 -4.1542
C 2.5468 1.3064 -2.9586
C 1.2078 0.0224 2.2404
O 1.5437 -1.1494 2.3263
N 0.0316 0.4786 2.7088
C -0.2699 1.8730 2.9667
C -1.1443 2.5398 1.8969
O -2.4920 2.1404 2.0742
C -3.2432 2.0232 0.8868
C -2.9127 0.7364 0.1277
O -3.8768 0.5455 -0.8903
C -3.7546 -0.7053 -1.5295
C -4.3570 -1.8595 -0.6975
O -3.6730 -3.0856 -0.8548
C -2.4572 -3.2027 -0.1434
C -2.6435 -3.2783 1.3874
O -2.4544 -2.0619 2.0753
C -1.0925 -1.6764 2.1682
C -0.9818 -0.4857 3.1259
H 2.7078 1.4773 4.1401
H 3.0311 2.9558 3.2204
H 4.3648 2.0261 3.8994
H 3.8577 0.1280 2.3881
H 4.1778 1.5974 1.4564
H 1.6731 1.9333 1.2394
H 2.5856 -0.6449 0.3038
H 1.2711 -1.8025 -2.6695
H 2.4994 -2.0675 -4.8187
H 4.7667 0.5030 -6.2095
H 4.3146 -1.2089 -6.2650
H 3.2521 0.0095 -6.9617
H 3.7704 2.0013 -4.5665
H 2.5322 2.2390 -2.4185
H 0.6594 2.4321 3.0682
H -0.8062 1.9246 3.9192
H -1.0784 3.6318 2.0224
H -0.7776 2.2829 0.9007
H -4.2890 1.9870 1.2019
H -3.0997 2.8967 0.2396
H -1.9091 0.7860 -0.3186
H -2.9324 -0.0926 0.8447
H -2.6975 -0.9185 -1.7407
H -4.2826 -0.6049 -2.4803
H -4.3820 -1.5652 0.3577
H -5.3809 -2.0618 -1.0199
H -2.0283 -4.1405 -0.5032
H -1.7680 -2.3869 -0.3921
H -1.9565 -4.0343 1.7939
H -3.6702 -3.5861 1.6050
H -0.7115 -1.3841 1.1842
H -0.4944 -2.5238 2.5245
H -1.9412 0.0335 3.1215
H -0.7672 -0.8353 4.1421
*
```

Löwdin population analysis, charges in e, atoms 1 to 4:
1 C -0.09
2 C -0.19
3 C -0.29
4 N -0.07


No. 3
Computed, not measured: a molecular structure, C21H34PSm in a non-equilibrium geometry, with ωB97M-V with the def2-TZVPD basis set.

Its highest occupied orbital energy (alpha / beta) is -14.794 / -14.792 eV. As for the energy: -49506.375 eV. The calculation puts the largest force on an atom at 5.2 eV/A. The calculation puts the LUMO energy (alpha / beta) at -7.81 / -6.86 eV. The HOMO-LUMO gap (alpha / beta) is 7.0 / 7.9 eV.

Structure (ORCA input):
```
! RIJCOSX wB97M-V def2-TZVPD def2/J DEFGRID3
* xyz 2 6
C 1.9511 2.5680 -1.3531
H 2.7781 3.2816 -1.2318
H 2.2255 1.9192 -2.2051
H 1.9505 1.9815 -0.4009
C 0.6588 3.3413 -1.6012
H -0.1570 2.6706 -1.9320
H 0.3169 3.7944 -0.6614
C 0.8470 4.4555 -2.6395
H -0.0732 5.0294 -2.7735
H 1.6322 5.1498 -2.3207
H 1.1364 4.0475 -3.6129
C -0.7567 -2.0989 -0.7154
C -1.4207 -1.2949 -1.7132
C -0.4423 -0.9341 -2.7161
C 0.8188 -1.5223 -2.3388
C 0.6246 -2.2428 -1.1015
C 1.6326 -3.0710 -0.3819
C 2.1045 -1.4128 -3.0896
C -0.6849 -0.0633 -3.9041
C -2.8582 -0.9060 -1.6910
C -1.3985 -2.7547 0.4613
Sm 0.2122 0.0803 -0.6680
H 2.9457 -1.7304 -2.4614
H 2.0925 -2.0572 -3.9829
H 2.2816 -0.3806 -3.4225
H 2.6520 -2.7730 -0.6519
H 1.5163 -2.9770 0.7073
H 1.5199 -4.1381 -0.6345
H -2.2207 -2.1472 0.8639
H -1.8046 -3.7364 0.1738
H -0.6747 -2.9088 1.2729
H -3.0345 -0.0221 -2.3155
H -3.4917 -1.7191 -2.0791
H -3.1951 -0.6865 -0.6669
H 0.1400 0.6496 -4.0452
H -0.7627 -0.6654 -4.8226
H -1.6233 0.4956 -3.7931
C -2.8589 0.7348 3.0413
P -1.4643 0.5210 1.8685
C -0.9026 2.2496 1.6486
C -0.1873 -0.1851 2.9886
C -0.5584 -1.3836 3.6266
C 0.3300 -2.0493 4.4634
C 1.6171 -1.5362 4.6537
C 2.0225 -0.3951 3.9652
C 1.1364 0.2790 3.1137
H -3.6571 1.3317 2.5689
H -2.5002 1.2566 3.9450
H -3.2677 -0.2458 3.3276
H -0.9744 2.7591 2.6204
H 0.1352 2.3520 1.2665
H -1.5793 2.7508 0.9372
H -1.5671 -1.7933 3.4650
H 0.0132 -2.9647 4.9630
H 2.3028 -2.0436 5.3355
H 3.0376 -0.0183 4.0865
H 1.4836 1.1586 2.5630
*
```

Löwdin population analysis, charges in e, atoms 1 to 4:
1 C -0.14
2 H 0.11
3 H 0.08
4 H 0.03


No. 4
Computed, not measured: 3 unconnected molecules or ions with the total composition C21H35BClFN5O5 in a non-equilibrium geometry, with ωB97M-V with the def2-TZVPD basis set.

Its highest occupied orbital energy is -11.279 eV. As for the energy: -55946.357 eV. The calculation puts the largest force on an atom at 1.3 eV/A. The calculation puts the LUMO energy at -2.59 eV. The HOMO-LUMO gap is 8.7 eV.

Structure (ORCA input):
```
! RIJCOSX wB97M-V def2-TZVPD def2/J DEFGRID3
* xyz 1 1
C 2.8094 0.2600 4.9240
C 2.2782 1.6384 4.5134
Cl 0.5843 1.8830 5.0427
C 2.3932 1.9386 3.0263
C 1.8004 0.9179 2.1305
N 0.9431 0.0115 2.5479
C 0.6092 -0.7145 1.4948
N -0.2266 -1.7659 1.5727
C -0.6012 -2.6828 0.5328
O -1.9595 -2.5040 0.1502
C -2.1804 -1.5613 -0.8376
C -2.6283 -0.2948 -0.4688
C -2.9319 0.6534 -1.4433
C -2.7923 0.3118 -2.7855
C -2.3458 -0.9531 -3.1618
C -2.0332 -1.8904 -2.1792
C -0.8185 -1.9355 2.9050
C -1.6019 -3.2101 3.0850
F -1.6743 -0.8776 3.0915
N 1.2414 -0.2580 0.3774
B 1.2780 -0.5533 -1.1020
O 0.8551 0.3731 -1.9579
O 1.7837 -1.7588 -1.5304
N 2.0104 0.7891 0.8244
C 2.8587 1.6342 0.0121
N 2.1281 2.6197 -0.7918
H 3.5512 0.3416 5.7043
H 1.9846 -0.3638 5.2330
H 3.2706 -0.2214 4.0668
H 2.8393 2.4005 5.0340
H 3.4441 2.0909 2.7929
H 1.8997 2.8882 2.8297
H 0.0259 -2.6437 -0.3512
H -0.5465 -3.7012 0.8843
H -2.7604 -0.0756 0.5783
H -3.3066 1.6176 -1.1545
H -3.0558 1.0396 -3.5338
H -2.2564 -1.1852 -4.2099
H -1.7117 -2.8822 -2.4602
H -0.0377 -1.8833 3.6518
H -0.9814 -4.0790 2.9056
H -1.9472 -3.2263 4.1111
H -2.4748 -3.2094 2.4467
H 0.6880 -0.0491 -2.8094
H 2.6475 -1.9419 -1.1493
H 3.5179 2.1558 0.6931
H 3.5322 1.0521 -0.6140
H 2.4998 3.5404 -0.5983
H 1.1666 2.6751 -0.4748
C -6.1881 -0.3262 0.6587
C -6.5448 -0.0783 -0.7881
O -6.2721 0.9627 -1.3375
C -7.2553 -1.1941 -1.5137
H -5.6838 0.5483 1.0640
H -7.0909 -0.5185 1.2396
H -5.5269 -1.1916 0.7370
H -8.2005 -1.4210 -1.0188
H -6.6350 -2.0920 -1.5171
H -7.4533 -0.8922 -2.5391
C 6.5193 2.2360 -4.2559
C 5.4437 1.8886 -3.2618
O 5.6884 1.7072 -2.0877
C 4.0304 1.7711 -3.7711
H 7.4806 2.2869 -3.7511
H 6.5646 1.4762 -5.0373
H 6.3045 3.2014 -4.7160
H 3.9580 0.9868 -4.5263
H 3.6989 2.7162 -4.2023
H 3.3945 1.5219 -2.9242
*
```

Löwdin population analysis, charges in e, atoms 1 to 4:
1 C -0.10
2 C -0.70
3 Cl 0.64
4 C -0.14